Record 1
Computed, not measured: a structure of composition C11H18I2N6O3P, with the ωB97M-V functional and the def2-TZVPD basis.

Values from the calculation:
* E_tot: -52263.4984 eV
* charge: +1
* 2S+1: 1
* strongest force on any atom: 1.00 eV/Å

```
41
Properties=species:S:1:pos:R:3:forces:R:3:mulliken_charge:R:1
C 0.87280 -3.26278 1.61574 0.042 0.118 0.014 -1.08
C 1.13633 -2.43328 0.40220 -0.183 -0.009 0.128 0.45
O 2.13807 -2.41750 -0.23905 0.223 0.110 0.006 -0.45
N -0.01584 -1.56887 -0.00598 0.450 -0.246 -0.858 -0.22
C -0.83496 -1.92638 -1.16501 -0.283 0.114 0.356 0.68
C -0.47858 -3.18074 -1.90219 -0.339 -0.125 0.071 -1.31
O -1.74326 -1.19356 -1.42647 0.268 0.104 -0.203 -0.48
N 0.23895 -0.23185 0.07786 -0.252 -0.262 0.321 0.91
C -0.19190 0.61476 1.02326 0.054 -0.060 -0.169 -0.22
C -1.06204 0.19604 2.15317 -0.132 0.365 -0.165 -0.02
I 0.06664 0.65170 3.90258 0.345 -0.231 0.083 0.26
C -2.46322 0.86806 1.98227 0.068 -0.285 -0.010 -0.18
C -3.45885 -0.14766 1.40269 0.116 -0.001 -0.252 -1.06
I -3.25363 1.74577 3.75721 -0.256 0.084 0.007 0.17
N 0.23970 1.83861 0.78143 -0.290 0.142 0.119 -0.42
C 0.94525 1.76544 -0.34408 0.157 0.083 -0.188 0.40
N 1.55533 2.83129 -0.88701 -0.046 -0.006 -0.183 -0.19
P 1.57892 4.34700 -0.01403 0.257 0.084 0.515 0.23
N 2.22143 4.31908 1.38180 -0.116 0.258 -0.254 -0.56
N 0.97839 0.52068 -0.84036 0.022 -0.176 0.252 -0.07
C 1.59722 0.00358 -2.04960 -0.131 0.178 -0.169 -0.80
C 0.75448 0.34782 -3.28022 -0.150 -0.180 -0.111 0.16
O 0.24113 -0.50858 -3.94026 0.145 0.160 0.116 -0.37
H 1.82262 -3.51951 2.08389 -0.108 -0.100 -0.081 0.39
H 0.22907 -2.73575 2.32005 0.048 -0.039 -0.032 0.27
H 0.35565 -4.17684 1.30440 0.041 0.036 0.051 0.28
H -1.13762 -3.23072 -2.76748 0.097 -0.030 0.051 0.37
H -0.66616 -4.06171 -1.27807 0.095 0.089 -0.003 0.39
H 0.56243 -3.19353 -2.22271 -0.029 0.034 0.062 0.32
H -1.17628 -0.88495 2.13372 0.010 0.094 0.061 0.03
H -2.34175 1.70277 1.29391 -0.098 0.072 0.190 0.41
H -3.24653 -1.15907 1.75870 -0.120 0.103 0.142 0.30
H -4.48560 0.10078 1.66167 0.056 0.012 -0.054 0.46
H -3.37768 -0.16808 0.31186 0.028 -0.026 0.078 0.20
H 2.04252 2.73939 -1.76557 0.061 -0.044 0.090 0.26
H 2.17629 5.12400 -1.01472 -0.198 -0.011 -0.235 0.10
H 0.20926 4.60292 -0.05635 -0.041 0.009 -0.009 0.12
H 3.05564 4.88676 1.47253 0.088 -0.227 0.141 0.25
H 1.68327 -1.07595 -1.97630 0.164 0.031 0.109 0.13
H 2.59528 0.44868 -2.12155 -0.020 -0.161 -0.006 0.60
H 0.63718 1.42220 -3.52393 -0.043 -0.061 0.019 0.29
```
Positions in Å, forces in eV/Å.

=====

Record 2
Computed, not measured: a structure of composition C5H13BCl8NO6P, with the ωB97M-V functional and the def2-TZVPD basis.

Values from the calculation:
* E_tot: -129320.7040 eV
* charge: 0
* 2S+1: 1
* strongest force on any atom: 1.52 eV/Å

```
35
Properties=species:S:1:pos:R:3:forces:R:3:mulliken_charge:R:1
N -0.35070 -0.60471 1.27750 0.097 -0.168 0.195 -0.22
P -1.83686 -0.88289 0.58542 -1.060 -0.570 -0.920 0.75
O -2.68470 -1.17948 1.94870 0.266 -0.365 0.229 -0.59
O -1.78466 -2.47393 -0.03999 0.996 0.296 -0.035 -0.36
C -0.69059 -3.23062 0.20170 -0.675 -0.166 0.146 0.61
O -0.48967 -3.80128 1.22211 0.306 -0.273 0.172 -0.50
O 0.08918 -3.31849 -0.90498 0.221 0.554 0.166 -0.41
B 1.45653 -3.12227 -0.79108 0.376 -0.598 -0.326 0.74
O 2.06458 -2.59628 0.32459 -0.590 -0.270 0.090 -0.40
O 2.18413 -3.47660 -1.89884 0.041 0.058 0.270 -0.55
H -0.39115 -0.15613 2.18282 0.123 -0.249 0.080 0.24
H 0.29592 -0.15229 0.63835 -0.123 -0.041 0.394 -0.12
H -3.62489 -1.12203 1.73189 0.129 -0.092 0.211 0.34
H 2.71248 -3.19353 0.71256 0.091 0.279 0.015 0.26
H 3.11519 -3.29309 -1.71596 -0.123 0.031 -0.269 0.26
C -3.21837 3.07263 2.03734 -0.078 -0.048 0.098 -0.34
Cl -4.83890 3.77993 2.07196 0.030 0.025 -0.003 -0.17
Cl -3.21471 1.43641 1.35227 -0.266 1.309 0.251 -0.13
H -2.57986 3.70304 1.43202 -0.019 -0.023 -0.068 0.22
H -2.84242 3.01793 3.05217 -0.075 -0.045 0.025 0.34
C -3.05921 2.53288 -2.57456 0.001 -0.164 -0.226 -0.49
Cl -2.90329 0.80481 -2.23115 -0.026 0.352 -0.069 -0.07
Cl -2.56518 3.56108 -1.21221 0.055 0.035 -0.248 -0.12
H -2.41563 2.76165 -3.41587 0.019 0.066 0.032 0.33
H -4.08998 2.76104 -2.81621 -0.034 -0.024 0.109 0.34
C 5.44663 -0.92403 0.79614 -0.038 0.150 0.057 -0.35
Cl 3.89430 -0.19730 1.20212 0.113 0.091 0.029 -0.07
Cl 5.26727 -2.52623 0.05026 0.206 -0.047 -0.012 -0.16
H 5.96205 -0.27927 0.09482 -0.044 -0.046 -0.075 0.28
H 6.02688 -1.03750 1.70366 -0.036 -0.091 0.012 0.32
C 0.96836 2.09944 -1.52819 -0.102 0.052 -0.056 0.15
Cl 1.12856 0.34433 -1.38339 0.200 0.022 -0.418 -0.03
Cl 1.41451 2.92253 -0.03018 -0.022 0.029 0.008 -0.16
H 1.62055 2.43957 -2.32348 0.075 -0.036 0.049 0.34
H -0.06638 2.33070 -1.75231 -0.035 -0.031 0.089 -0.29
```
Positions in Å, forces in eV/Å.

=====

Record 3
Computed, not measured: the molecule C14H13F5O4, with the ωB97M-V functional and the def2-TZVPD basis.

Values from the calculation:
* SMILES: O=C(OCCCC(F)(F)C(F)(F)F)OCC(=O)c1ccccc1
* E_tot: -36499.3947 eV
* charge: 0
* 2S+1: 1
* strongest force on any atom: 5.67 eV/Å

```
36
Properties=species:S:1:pos:R:3:forces:R:3:mulliken_charge:R:1
O 1.19727 -2.09363 -1.25517 -1.532 0.580 5.432 -0.45
C 0.68045 -2.01022 -0.10761 1.379 -0.938 -4.793 0.55
O 0.98270 -0.98020 0.81629 -0.380 -2.666 -1.419 -0.15
C 2.41703 -0.90690 1.10128 0.670 0.303 1.693 -0.59
C 2.72655 0.60486 1.54669 0.532 -0.479 0.546 -0.50
C 3.63426 1.45442 0.52834 -0.858 0.775 0.689 -0.88
C 3.31483 1.23417 -1.02039 -0.351 1.832 -0.255 0.85
F 3.59675 2.50104 -1.66753 -0.665 -2.582 1.227 -0.32
F 1.93087 0.98521 -1.29876 3.413 0.203 0.784 -0.24
C 4.29956 0.16771 -1.74936 1.063 -0.975 -2.484 0.58
F 5.11661 0.87387 -2.69836 -1.826 -1.898 2.515 -0.27
F 3.62486 -0.82349 -2.48867 1.505 2.421 2.058 -0.20
F 5.18300 -0.49281 -0.86284 -2.098 1.552 -1.772 -0.25
O -0.30493 -3.02854 0.19113 0.417 3.071 0.079 -0.33
C -1.58545 -2.37782 0.40792 -0.423 0.780 1.175 -0.54
C -2.09847 -1.46490 -0.80244 -0.729 0.927 -2.747 0.54
O -1.76905 -1.56921 -2.00765 -0.808 -0.174 4.322 -0.52
C -3.18356 -0.33459 -0.43036 -1.459 1.894 1.737 0.54
C -4.46270 -0.10159 -1.27144 0.619 2.004 3.037 -0.37
C -5.47277 0.97892 -0.80927 2.521 -0.475 1.754 -0.37
C -5.24408 1.82675 0.47645 2.964 -2.323 -0.582 -0.35
C -3.93887 1.62539 1.31541 -0.484 -2.694 -3.475 -0.45
C -2.91550 0.53371 0.85034 -3.394 0.761 -1.611 -0.21
H 2.58000 -1.56634 2.04061 -0.216 0.923 -1.623 0.34
H 3.08389 -1.31542 0.27129 -1.217 0.719 0.892 0.39
H 3.33233 0.53163 2.53197 -0.942 0.191 -1.635 0.30
H 1.74474 1.13446 1.84989 1.548 -0.901 -0.888 0.31
H 4.74352 1.31983 0.80378 -1.731 -0.038 -0.970 0.31
H 3.40843 2.56959 0.74551 0.351 -1.803 -0.619 0.30
H -2.38781 -3.15847 0.66724 1.331 1.007 -0.671 0.36
H -1.46831 -1.73058 1.35949 -0.451 -0.810 -1.575 0.24
H -4.67570 -0.72577 -2.21006 0.470 1.093 1.675 0.32
H -6.42002 1.13800 -1.43744 1.647 -0.244 1.168 0.30
H -5.98437 2.61055 0.85916 1.087 -1.386 -0.910 0.30
H -3.70703 2.20246 2.27115 -0.538 -0.808 -1.619 0.32
H -1.97904 0.38790 1.48343 -1.417 0.157 -1.135 0.14
```
Positions in Å, forces in eV/Å.

=====

Record 4
Computed, not measured: a cluster of 9 separate species, C20H40Br14O2 in total, with the ωB97M-V functional and the def2-TZVPD basis.

Values from the calculation:
* SMILES: CC(C)=O.CC(C)=O.BrCCBr.BrCCBr.BrCCBr.BrCCBr.BrCCBr.BrCCBr.BrCCBr
* E_tot: -1006077.6107 eV
* charge: 0
* 2S+1: 1
* strongest force on any atom: 3.95 eV/Å

```
76
Properties=species:S:1:pos:R:3:forces:R:3:mulliken_charge:R:1
C -15.93479 -10.76277 10.01064 -0.652 -0.879 1.350 -1.12
C -14.77480 -11.54576 9.47278 1.073 -1.431 -1.081 0.71
O -14.26809 -12.53487 9.99318 -0.883 1.450 -0.019 -0.54
C -14.29384 -11.15956 8.05602 0.241 0.638 -0.047 -0.76
H -16.26704 -11.17366 11.01746 0.573 0.741 -1.166 0.28
H -16.75535 -10.94115 9.31656 -0.163 -0.054 -0.143 0.37
H -15.79911 -9.67987 10.00333 0.277 -0.141 0.204 0.33
H -13.20959 -11.33904 7.96527 -0.544 -0.700 -0.092 0.04
H -14.31506 -10.07712 7.91727 -0.515 0.151 0.015 0.36
H -14.90888 -11.60485 7.22123 0.727 0.188 1.030 0.33
C -9.70357 -16.52262 14.87591 0.918 -0.350 0.061 -0.99
C -8.77048 -15.34984 14.64229 -0.200 -0.475 -0.178 0.87
O -8.33625 -15.17540 13.52652 0.370 0.493 0.032 -0.46
C -8.39026 -14.49430 15.83462 0.481 -0.282 0.112 -1.27
H -9.92656 -16.98175 13.90469 -0.149 0.168 0.359 0.17
H -10.57212 -16.17680 15.40515 -0.634 0.005 0.130 0.36
H -9.21146 -17.27877 15.52515 -0.204 0.435 -0.293 0.33
H -7.97651 -13.52359 15.54355 -0.139 -0.255 -0.117 0.28
H -7.58791 -15.05567 16.37084 -0.593 0.372 -0.165 0.38
H -9.24063 -14.35253 16.50978 0.206 -0.092 -0.047 0.37
Br -9.82787 -20.19982 11.35907 0.494 0.570 0.205 -0.21
C -7.92941 -19.61202 11.64684 -1.097 -3.194 -0.696 -0.32
C -7.06410 -20.60174 10.84959 0.066 1.381 0.084 -0.55
Br -7.12512 -22.45716 11.28814 0.047 -0.327 0.602 -0.11
H -7.76623 -19.76934 12.70221 0.092 0.667 0.215 0.43
H -7.80131 -18.65783 11.20066 -0.059 1.006 0.187 0.18
H -6.05774 -20.19223 11.05616 -0.124 -0.741 -0.710 0.21
H -7.38209 -20.62950 9.80358 0.529 0.558 0.120 0.31
Br -7.03058 -15.86479 7.80181 -0.085 0.021 -0.046 -0.13
C -7.32878 -17.79374 7.71550 1.770 1.165 -3.332 -0.30
C -6.47126 -18.36952 6.55330 -0.188 1.122 0.864 -0.51
Br -7.04566 -20.14764 6.08888 0.235 -0.304 0.301 -0.17
H -8.34889 -17.93291 7.66569 -2.050 -0.447 -0.277 0.55
H -6.90169 -18.12299 8.56029 1.031 -1.307 3.306 -0.16
H -5.40228 -18.26157 6.84805 -0.751 -0.658 -0.329 0.36
H -6.62466 -17.81732 5.64909 -0.059 0.408 -0.378 0.37
Br -6.26433 -12.60134 8.90253 -0.749 -0.743 -1.228 -0.11
C -6.00305 -11.07219 10.01970 -0.815 -1.884 0.800 -0.53
C -5.33394 -9.96066 9.37027 0.692 0.698 0.708 -0.48
Br -6.37471 -8.95824 8.17346 -0.845 0.638 -0.767 -0.14
H -5.29378 -11.61466 10.60280 0.632 0.588 1.299 0.22
H -6.91679 -10.91006 10.60308 0.238 0.292 -0.403 0.30
H -4.49253 -10.33328 8.80311 0.393 0.201 0.176 0.34
H -5.06964 -9.31248 10.21491 0.447 0.192 -0.552 0.36
Br -11.31595 -10.63864 5.18368 -0.066 0.426 -0.034 -0.16
C -11.57474 -12.51491 4.74808 0.546 0.264 0.463 -0.52
C -10.18056 -13.09766 4.59008 1.871 0.215 1.078 -0.47
Br -10.27763 -14.94900 3.99778 -0.108 -0.066 -0.122 -0.17
H -12.17987 -12.56042 3.85092 0.078 -0.085 -0.082 0.39
H -12.12618 -12.86983 5.61618 0.138 -0.453 -0.248 0.31
H -9.57429 -13.17091 5.59863 -1.414 0.474 -2.011 0.24
H -9.54505 -12.53083 3.83142 -1.032 -0.790 1.051 0.37
Br -10.40252 -16.79576 10.58066 -0.030 0.149 0.334 -0.15
C -10.79173 -14.92787 10.24262 0.409 0.911 -0.912 -0.75
C -9.68512 -13.94257 10.77499 -1.225 -2.280 -0.967 0.47
Br -10.03488 -12.22246 9.93129 0.598 -0.285 -0.001 -0.11
H -11.79987 -14.67906 10.52166 -0.297 -0.035 0.959 0.43
H -10.90115 -14.89146 9.15474 0.691 0.157 0.060 0.36
H -8.74706 -14.47098 10.54252 0.072 1.114 -0.243 0.06
H -9.76037 -13.84566 11.83718 -0.028 0.311 0.552 -0.20
Br -12.38514 -9.23696 11.22850 0.636 0.690 0.007 -0.14
C -11.11356 -9.84522 12.59766 -2.575 -0.828 1.774 -0.52
C -11.71523 -11.25820 12.82321 -1.517 1.941 0.534 -0.40
Br -10.95104 -12.26604 14.21650 1.046 -0.705 0.741 -0.16
H -11.26685 -9.27982 13.53921 -0.042 0.027 -0.794 0.41
H -10.10291 -9.75513 12.33370 1.191 -0.171 -0.945 0.36
H -11.71721 -11.76718 11.88378 -0.135 -0.696 -0.160 0.03
H -12.76139 -11.09014 13.23344 1.212 -0.260 -1.062 0.36
Br -5.00546 -17.63462 10.88197 0.423 -0.132 0.229 -0.11
C -4.84066 -15.72391 11.05288 0.101 2.138 -2.350 -0.01
C -4.57007 -15.17453 12.42648 -2.237 -1.033 0.775 -0.39
Br -2.84884 -15.58051 13.02380 1.509 -0.065 0.424 -0.13
H -5.80983 -15.38460 10.61612 0.669 0.032 0.700 -0.23
H -4.05515 -15.32908 10.32049 -0.940 -0.948 0.918 0.35
H -5.23453 -15.72895 13.10516 0.103 0.265 -0.048 0.17
H -4.82211 -14.12454 12.61929 0.317 -0.167 -0.715 0.37
```
Positions in Å, forces in eV/Å.